{
  "formula": "C21H48O21",
  "method": "ωB97M-V/def2-TZVPD",
  "species": ["C", "O", "C", "O", "O", "C", "H", "H", "H", "H", "H", "H", "C", "O", "C", "O", "O", "C", "H", "H", "H", "H", "H", "H", "C", "O", "C", "O", "O", "C", "H", "H", "H", "H", "H", "H", "C", "O", "C", "O", "O", "C", "H", "H", "H", "H", "H", "H", "C", "O", "C", "O", "O", "C", "H", "H", "H", "H", "H", "H", "C", "O", "C", "O", "O", "C", "H", "H", "H", "H", "H", "H", "C", "O", "H", "H", "H", "H", "C", "O", "H", "H", "H", "H", "C", "O", "H", "H", "H", "H"],
  "xyz": [[1.238100, 1.498286, -3.438075], [0.091100, 1.384676, -4.235375], [0.231940, 1.131216, -5.495285], [1.249820, 0.691736, -6.065735], [-0.964330, 1.245616, -6.078305], [-1.108470, 0.858276, -7.458665], [1.988510, 2.097776, -3.953445], [1.691530, 0.525596, -3.247365], [0.985690, 2.027316, -2.519105], [-2.168940, 0.864976, -7.710565], [-0.704530, -0.136964, -7.644205], [-0.535390, 1.334406, -8.254265], [2.973100, -2.367904, 0.555755], [3.869170, -3.312014, 0.972455], [3.774830, -4.605764, 0.456235], [3.155690, -4.933524, -0.550925], [4.472750, -5.395754, 1.318665], [4.735440, -6.754534, 1.052105], [1.954250, -2.754954, 0.540415], [3.259350, -2.056384, -0.448795], [2.893850, -1.465424, 1.161855], [4.908670, -7.308074, 1.974975], [5.547310, -6.728484, 0.325265], [3.861660, -7.172644, 0.552305], [0.311600, 6.001736, 0.637055], [-0.126030, 5.422326, 1.893265], [-0.567560, 4.149656, 1.881945], [-0.496570, 3.394556, 0.881435], [-1.046040, 3.859116, 3.049435], [-1.820730, 2.663736, 3.228575], [-0.587460, 6.002896, 0.020775], [1.079690, 5.447006, 0.098155], [0.726180, 7.009766, 0.646375], [-2.087180, 2.548856, 4.279245], [-1.179100, 1.825986, 2.955495], [-2.666220, 2.888736, 2.578475], [-5.486120, 4.757596, 0.156335], [-5.161430, 3.580346, 0.866325], [-5.119710, 2.400656, 0.247365], [-5.332880, 2.239206, -0.941745], [-4.800890, 1.442626, 1.136925], [-4.461400, 0.155926, 0.749375], [-4.677050, 5.097766, -0.490035], [-5.704130, 5.527456, 0.896535], [-6.371480, 4.588406, -0.456535], [-3.467380, 0.120416, 0.303535], [-5.139170, -0.241894, -0.005915], [-4.490900, -0.509564, 1.612135], [-2.201650, -2.301404, 1.719715], [-0.925230, -2.967414, 1.610765], [-0.336250, -3.352144, 2.753505], [-0.757080, -3.160324, 3.923635], [0.816730, -3.921344, 2.431385], [1.644270, -4.282654, 3.545425], [-2.936340, -2.992314, 1.306215], [-2.262170, -1.441734, 1.052325], [-2.533260, -2.013924, 2.717455], [2.568320, -4.742064, 3.194435], [1.126710, -5.027224, 4.150275], [1.834920, -3.514284, 4.294665], [2.336400, 3.459866, 4.226345], [2.603810, 2.349886, 3.410915], [2.783500, 2.509956, 2.115395], [3.115810, 3.578266, 1.555725], [2.914100, 1.304536, 1.557915], [3.370090, 1.212566, 0.223265], [1.322620, 3.855396, 4.163755], [3.043520, 4.286326, 4.155345], [2.451690, 3.062006, 5.234565], [3.436750, 0.160906, -0.055425], [4.381600, 1.617916, 0.198035], [2.729440, 1.826776, -0.409515], [-2.017210, -0.294304, -2.522175], [-1.827530, -1.536424, -1.849905], [-2.964380, 0.233186, -2.409345], [-1.319850, 0.489306, -2.225945], [-1.809270, -0.399674, -3.586955], [-2.425600, -2.199764, -2.201875], [0.110300, -4.099004, -1.981335], [1.025440, -5.107434, -2.179505], [0.558410, -3.124904, -2.177355], [-0.757450, -4.131854, -2.640145], [-0.238430, -4.113354, -0.948725], [1.713240, -5.020884, -1.515395], [0.163790, 0.408136, 0.038995], [0.638680, -0.732144, -0.593025], [0.491850, 0.541676, 1.069835], [0.492930, 1.282876, -0.521895], [-0.926030, 0.396186, 0.054675], [-0.166340, -1.139944, -0.920505]],
  "forces_ev_per_a": [[1.5, 0.2, 0.1], [-1.0, 0.8, 1.0], [2.1, -2.5, -2.9], [-2.2, 1.5, 1.4], [-0.2, 0.5, -0.8], [0.4, -1.3, -0.5], [0.0, 0.0, -0.1], [-0.2, 0.0, 0.2], [-0.3, -0.3, -0.1], [0.2, 0.2, 0.3], [-0.3, -0.5, 0.7], [0.1, 1.3, 0.7], [-2.0, 1.1, -2.0], [1.5, -3.6, 0.9], [-0.5, 0.9, 0.2], [1.6, 0.4, 2.3], [-0.8, 2.1, 0.1], [-0.7, -0.1, -1.6], [0.0, -0.1, -0.3], [-0.3, 0.2, -0.2], [0.7, -0.4, 0.6], [0.3, 0.5, -0.1], [0.3, -0.7, 0.3], [0.0, -0.3, 0.0], [-0.7, -0.8, -1.1], [0.6, 0.3, 0.2], [1.1, -0.9, -4.0], [-0.5, 1.7, 2.7], [0.2, 0.6, 1.9], [0.4, 0.3, -0.8], [0.2, 0.2, -0.3], [-0.1, -0.7, 0.5], [-0.4, 0.0, 1.3], [0.0, 0.5, -0.2], [-0.5, -0.2, -0.4], [-0.3, -1.2, 0.2], [-0.5, 0.2, -0.6], [0.5, -0.8, 1.2], [-0.1, -0.2, -1.8], [0.3, -0.1, 1.3], [-0.3, 1.9, 0.9], [0.1, -1.2, -1.3], [0.1, -0.2, 0.1], [0.1, -0.2, 0.0], [0.0, 0.0, 0.0], [0.1, 0.2, 0.1], [-0.2, 0.1, 0.0], [0.0, 0.4, 0.1], [-0.7, -0.4, -0.6], [-0.3, 0.4, 0.9], [-1.2, 1.1, 2.8], [1.1, -0.7, -3.6], [0.4, 0.2, 0.4], [-0.2, -1.1, 1.1], [-0.1, -0.2, 0.2], [0.8, 0.0, 0.1], [0.6, -0.2, 0.1], [-0.2, 0.4, -0.4], [-0.2, -0.3, -0.2], [0.0, 0.6, -0.7], [0.1, 0.7, 1.5], [-0.9, -0.6, -0.3], [3.3, 2.4, -1.9], [-1.7, -2.4, 1.2], [-1.0, -0.4, 1.0], [0.7, 0.8, -0.2], [0.0, -0.2, -0.5], [0.1, -0.2, -0.6], [-0.1, 0.0, 0.0], [-0.5, 0.3, 0.1], [0.0, 0.1, -0.2], [0.1, -0.3, -0.2], [0.3, 0.7, -1.1], [-0.1, 0.8, 0.5], [-0.6, -0.7, 0.3], [0.5, -0.6, 0.6], [-0.2, -0.1, -0.1], [0.0, 0.1, -0.1], [-0.3, 1.2, 0.5], [0.0, -1.2, -0.9], [0.1, 0.3, 0.1], [0.1, -0.6, -0.2], [-0.3, 0.2, 0.2], [0.2, 0.0, 0.0], [-0.4, 1.2, 0.2], [0.3, -0.8, 0.0], [0.3, -0.3, 0.1], [-0.2, 0.3, 0.2], [-0.2, 0.3, 0.1], [0.1, -0.8, -0.4]],
  "gap_ev": 9.7,
  "charge": 0,
  "lumo_ev": 0.476,
  "energy_ev": -65549.5110,
  "homo_ev": -9.25,
  "e_above_lowest_kj_mol": 29.5
}